This record from OMol25 describes a structure of composition C52H53Cl2Ge2I2N3O3S4Tc. The level of theory is wB97M-V/def2-TZVPD.

The HOMO-LUMO gap (spin up / spin down) comes out at 7.02 / 6.57 eV. Its expectation value of S² is 3.799. As for the charge: -2. The calculation puts the molecular weight at 1464.22 g mol⁻¹. The calculation puts the relative energy (zero: lowest compared OMol25 entry of this formula, charge and spin) at 4.0 kcal/mol. The multiplicity is 4. The HOMO energy (spin up / spin down) is -3.3 / -3.3 eV.

The geometry in XYZ format:
```
122
Properties=species:S:1:pos:R:3:forces:R:3
Tc 0.835903 -1.121107 -0.671274 0.4 0.6 -0.5
C 8.629208 1.249589 3.863774 0.0 -0.1 0.0
C 7.448045 0.322784 3.999949 0.1 -0.1 0.0
C 7.076449 -0.512414 2.957574 0.0 0.0 0.0
C 6.059641 -1.450427 3.099315 -0.1 -0.1 0.1
C 5.734743 -2.384442 1.964682 0.0 0.1 0.0
C 5.376808 -1.529896 4.319114 0.1 0.2 -0.1
C 5.710894 -0.669488 5.369313 0.0 -0.1 0.0
C 4.995492 -0.756676 6.694617 0.1 -0.1 0.0
C 6.744899 0.241022 5.194934 0.2 -0.3 0.0
C 4.442899 -2.665807 4.571688 -0.1 -0.1 0.0
C 5.019946 -3.698622 5.311354 0.1 0.1 0.0
C 4.330852 -4.859381 5.581894 0.1 -0.2 0.1
C 3.054170 -5.007975 5.084014 -0.1 0.0 -0.1
C 2.441297 -3.997822 4.343340 0.2 0.1 0.2
C 3.123954 -2.783836 4.097491 -0.2 0.2 -0.2
Ge 2.198447 -1.279429 3.092427 0.0 0.4 0.2
S 2.216694 -2.061064 1.004701 -0.2 -0.4 -0.1
S 3.218251 0.745894 3.107186 -0.5 -0.3 0.1
Ge 1.093953 1.626605 3.620476 0.2 0.0 -0.3
S 0.128279 2.610461 2.003030 0.2 -0.3 -0.1
S 0.369556 -0.504671 4.157999 0.1 -0.1 -0.4
C 1.096805 2.920427 5.169232 0.0 -0.3 -0.2
C -0.026537 3.051033 5.999443 0.1 0.1 0.1
C -0.042242 4.031769 6.992938 -0.1 0.0 0.0
C 1.011208 4.911639 7.150767 0.0 0.1 0.1
C 2.094054 4.825153 6.295758 0.0 0.0 0.0
C 2.142306 3.848425 5.303334 -0.1 0.0 0.1
C 3.335029 3.867694 4.409230 0.0 0.2 -0.2
C 3.367456 4.694220 3.281293 0.0 0.0 0.1
C 2.212647 5.582718 2.907152 0.0 -0.1 -0.1
C 4.509450 4.694699 2.482501 0.0 0.0 0.0
C 5.619558 3.931024 2.797526 0.0 0.1 0.0
C 6.841399 3.922787 1.916989 -0.1 -0.1 0.0
C 5.586782 3.164349 3.956975 0.1 0.1 0.0
C 4.461852 3.119748 4.761177 0.0 0.1 0.1
C 4.429295 2.267931 5.997119 0.0 0.2 0.0
C -1.272661 2.229840 5.913185 -0.2 -0.1 0.0
C -2.403833 2.732798 5.257602 0.1 0.0 0.1
C -2.393411 4.024350 4.485321 0.1 0.0 -0.1
C -3.606503 2.037836 5.366407 0.0 0.0 0.0
C -3.728746 0.893262 6.134966 0.0 0.0 0.0
C -5.066477 0.235396 6.340102 0.1 0.0 -0.1
C -2.593756 0.405644 6.773603 -0.1 0.0 -0.1
C -1.374798 1.056161 6.676169 0.2 0.0 0.0
C -0.172966 0.542916 7.427058 0.0 0.0 0.0
C 1.077644 -4.358306 3.857969 -0.1 0.1 -0.2
C 0.961148 -5.121008 2.692615 0.1 0.1 0.0
C 2.154071 -5.524132 1.864193 0.0 0.0 0.0
C -0.293590 -5.562692 2.298497 -0.1 0.1 -0.1
C -1.435503 -5.243463 3.009412 -0.1 0.0 0.1
C -2.790915 -5.667368 2.509086 0.1 0.0 0.1
C -1.298941 -4.525788 4.197013 0.1 0.0 -0.1
C -0.053481 -4.103132 4.647452 -0.1 0.0 -0.1
C 0.076544 -3.440354 5.995327 0.0 0.0 -0.1
H 8.927505 1.351164 2.820322 0.0 0.0 0.0
H 9.483250 0.858939 4.423488 0.0 0.0 0.0
H 8.408285 2.242993 4.257267 0.1 0.0 0.0
H 7.608408 -0.452646 2.012910 0.0 0.0 0.0
H 6.545184 -2.408087 1.235843 0.0 0.0 0.0
H 4.826744 -2.067846 1.444642 0.1 0.0 0.0
H 5.557924 -3.397320 2.329092 0.0 0.0 0.0
H 3.995104 -1.170047 6.575215 0.0 0.0 0.0
H 4.911819 0.225740 7.156473 0.0 -0.2 0.1
H 5.544203 -1.406380 7.382888 0.0 0.0 0.0
H 7.021388 0.891407 6.020413 0.1 -0.1 0.0
H 6.038826 -3.576230 5.662441 0.0 0.0 0.0
H 4.790495 -5.649521 6.164541 0.0 0.0 0.0
H 2.500675 -5.925686 5.247427 0.0 0.0 0.0
H -0.918397 4.110266 7.627459 0.0 0.0 0.0
H 0.981505 5.672623 7.922338 0.0 0.0 0.0
H 2.916212 5.528346 6.376447 0.0 0.0 0.0
H 1.624355 5.864969 3.779112 0.0 0.0 0.0
H 1.542835 5.056159 2.224393 -0.1 0.0 0.0
H 2.572306 6.486765 2.411508 0.0 0.0 0.0
H 4.518347 5.310199 1.587974 0.0 0.0 0.0
H 6.745956 4.643281 1.104642 0.0 0.0 0.0
H 6.982995 2.930943 1.480823 0.0 0.0 0.0
H 7.738140 4.166398 2.491168 0.0 0.0 0.0
H 6.448030 2.565436 4.222070 -0.2 0.1 0.0
H 5.398973 1.806102 6.168945 -0.3 0.3 0.0
H 3.683614 1.476170 5.882209 0.1 0.1 0.0
H 4.153189 2.857169 6.873904 0.0 0.0 0.0
H -1.539301 4.647755 4.742509 0.0 0.0 0.0
H -3.311528 4.585892 4.675187 0.0 0.0 0.0
H -2.333168 3.820148 3.416754 0.1 0.0 -0.1
H -4.477526 2.429047 4.848926 0.0 0.0 0.0
H -5.734543 0.444926 5.504796 0.0 0.0 0.0
H -5.531311 0.613767 7.256046 0.0 -0.1 0.0
H -4.952087 -0.843537 6.422807 -0.1 -0.1 0.0
H -2.670326 -0.500686 7.365919 0.0 0.0 0.0
H -0.424021 -0.357407 7.988940 0.0 0.0 0.0
H 0.199210 1.299141 8.122349 0.0 0.0 0.0
H 0.637346 0.300550 6.735304 0.0 0.0 0.1
H 3.037184 -4.936293 2.103983 0.0 0.0 0.0
H 1.932755 -5.387325 0.804801 0.0 0.0 0.0
H 2.385779 -6.582174 2.027488 0.0 0.0 0.0
H -0.375513 -6.154541 1.394661 0.0 0.0 -0.1
H -2.703453 -6.178794 1.550397 0.0 0.0 0.0
H -3.430715 -4.796932 2.377475 -0.1 0.1 0.0
H -3.282449 -6.329536 3.226026 0.0 0.0 0.0
H -2.181788 -4.286477 4.778181 0.0 0.1 0.0
H -0.911400 -3.235421 6.408094 0.0 0.0 0.0
H 0.618630 -2.496855 5.930196 0.0 0.0 0.0
H 0.624060 -4.086052 6.688657 0.0 0.0 0.0
O 1.779006 0.800554 -0.193174 -0.8 0.4 0.0
H 2.611320 0.757929 0.295957 0.1 -0.2 0.2
H 1.183741 1.411503 0.345222 0.2 -0.3 0.0
I -0.367265 -3.374877 -1.495943 0.1 0.1 0.2
I 2.803194 -1.459914 -2.492286 0.2 0.0 -0.1
N -3.979030 -1.770212 3.578141 0.0 0.1 0.1
C -3.300220 -1.242635 2.798523 0.1 -0.5 0.2
N -2.641482 -0.614130 1.874416 -0.1 0.5 -0.3
C -1.556208 -0.758270 1.274012 0.0 0.0 0.1
N -0.574745 -0.757857 0.629103 -0.6 0.0 0.6
Cl 0.381515 2.030454 -5.178242 0.1 0.0 -0.1
C -0.296469 0.624432 -4.340106 0.0 0.1 0.3
Cl -1.834091 0.142230 -5.094090 -0.1 -0.1 -0.1
C -0.559300 0.934426 -2.829618 0.0 0.4 -0.4
O -1.045214 1.996857 -2.514681 0.1 -0.2 0.1
O -0.236323 -0.066162 -2.106876 0.2 -0.6 0.6
H 0.400582 -0.197167 -4.452414 0.0 0.0 0.0
```
Positions in Å, forces in eV/Å.

=====

This record from OMol25 describes a structure of composition C52H53ClN8O6SW. The level of theory is wB97M-V/def2-TZVPD.

The HOMO-LUMO gap (spin up / spin down) comes out at 6.51 / 6.75 eV. The calculation puts the molecular weight at 1137.41 g mol⁻¹. The HOMO energy (spin up / spin down) is -6.9 / -7.0 eV.

The geometry in XYZ format:
```
122
Properties=species:S:1:pos:R:3:forces:R:3
W 0.091575 0.109772 0.378821 0.4 0.3 -0.3
C 2.761648 1.624751 2.216907 0.0 0.0 0.0
N 2.378861 0.259832 1.821735 0.0 0.0 0.0
C 2.555911 -0.591493 3.016377 0.1 0.1 -0.1
C 3.215252 -0.333801 0.807027 0.0 0.0 0.1
C 4.512549 0.094588 0.594262 0.0 0.0 0.0
C 5.289663 -0.492411 -0.389130 0.0 0.0 0.0
C 4.740826 -1.510718 -1.143829 0.0 0.0 0.0
C 3.445041 -1.947080 -0.913397 0.0 -0.1 0.2
C 2.644306 -1.387256 0.086647 0.1 -0.1 0.0
N 1.260531 -1.688559 0.357202 -0.3 -0.1 -0.2
C 0.860734 -3.058300 0.376541 0.0 0.0 0.1
C 1.725864 -4.126228 0.077037 0.0 0.2 -0.1
C 1.275895 -5.413003 -0.181167 0.0 0.0 0.0
C -0.069303 -5.714888 -0.105781 0.0 0.0 0.0
C -0.910271 -4.749748 0.424833 0.0 0.0 0.0
C -0.451089 -3.478746 0.742827 0.0 0.1 -0.1
N -1.205450 -2.649641 1.641844 0.0 0.0 0.1
C -2.644639 -2.898842 1.721447 0.0 0.0 0.0
C -0.672196 -2.970356 2.971131 0.0 -0.1 0.1
H 3.638520 1.609674 2.873632 0.0 0.0 0.0
H 1.931331 2.067621 2.769021 0.0 0.0 0.0
H 2.986672 2.239535 1.353510 0.0 0.0 0.0
H 3.624968 -0.674037 3.240754 0.0 0.0 0.0
H 2.154715 -1.583604 2.823283 0.0 0.0 0.0
H 2.061751 -0.140820 3.872350 0.2 0.0 -0.2
H 4.906781 0.919148 1.172112 0.0 0.0 0.0
H 6.294509 -0.138714 -0.576263 0.0 0.0 0.0
H 5.309313 -1.965128 -1.945349 0.0 0.0 0.0
H 3.050722 -2.696140 -1.575017 0.0 -0.2 0.1
H 2.784461 -3.958930 0.036387 0.2 0.1 -0.1
H 1.998248 -6.171769 -0.454982 0.0 0.0 0.0
H -0.447865 -6.693848 -0.366387 0.0 0.0 0.0
H -1.941989 -4.998693 0.630127 0.0 0.0 0.0
H -2.873120 -3.848217 2.223213 0.0 0.0 0.0
H -3.116922 -2.931452 0.748057 0.0 0.0 -0.1
H -3.095409 -2.097985 2.313450 0.0 0.0 0.0
H -0.836341 -4.033276 3.196578 0.0 0.0 0.0
H -1.177970 -2.375196 3.729244 0.0 0.0 0.0
H 0.392650 -2.769790 2.994433 0.0 0.0 0.0
C 0.313898 4.547902 -6.533939 0.0 0.0 0.0
C 0.747540 3.935257 -5.230699 0.0 0.0 0.0
C 1.251401 2.641028 -5.188557 0.0 0.0 0.0
C 1.663568 2.070957 -3.996127 0.0 0.0 0.0
C 1.577011 2.802542 -2.820558 0.0 0.0 0.0
C 1.101647 4.107680 -2.843612 0.0 0.0 0.0
C 0.678603 4.657357 -4.041690 0.0 0.0 0.0
S 2.233444 2.043292 -1.354702 0.0 0.0 0.0
O 2.627383 0.723603 -1.735112 -0.1 0.1 -0.1
O 3.252014 2.928539 -0.845437 0.0 0.0 0.0
N 1.048878 1.917613 -0.183514 0.0 -0.2 0.2
C 0.668124 3.110612 0.490268 0.0 0.0 0.0
C 1.246138 4.376863 0.462457 0.0 0.0 0.0
C 0.626737 5.454486 1.098071 0.0 0.0 0.0
C -0.574978 5.296861 1.755329 0.0 0.0 0.0
C -1.132879 4.022886 1.859498 0.0 0.0 0.0
C -2.447183 3.767736 2.414302 0.0 0.0 0.0
C -2.876122 2.515147 2.584258 0.0 0.0 0.0
C -1.919397 1.399518 2.345322 0.0 0.0 0.0
N -0.941992 1.641573 1.357702 0.0 -0.1 -0.2
C -0.466560 2.934027 1.288746 0.0 0.0 0.0
H -0.213496 3.821255 -7.152428 0.0 0.0 0.0
H 1.178224 4.897121 -7.102865 0.0 0.0 0.0
H -0.343388 5.401392 -6.370937 0.0 0.0 0.0
H 1.307615 2.057628 -6.100289 0.0 0.0 0.0
H 2.038161 1.059162 -3.966140 0.0 0.0 0.0
H 1.048410 4.695922 -1.940256 0.0 0.0 0.0
H 0.292305 5.669909 -4.053097 0.0 0.0 0.0
H 2.175791 4.541908 -0.055747 0.0 0.0 0.0
H 1.095252 6.428475 1.044607 0.0 0.0 0.0
H -1.088799 6.144013 2.193323 0.0 0.0 0.0
H -3.082791 4.613441 2.650406 0.0 0.0 0.0
H -3.855742 2.279840 2.978544 0.0 0.0 0.0
H -2.410379 0.443349 2.164592 0.0 0.0 0.1
C 1.090311 -1.677986 -2.815623 -0.1 0.0 -0.1
C 0.073352 -0.588826 -2.861574 0.0 -0.1 0.0
C -0.655293 -0.264251 -3.986374 0.0 0.0 0.0
C -1.426172 0.869680 -3.665755 0.0 0.0 0.0
C -1.115424 1.213317 -2.372375 -0.1 -0.1 0.0
C -1.678819 2.438264 -1.717692 0.0 0.0 0.0
N -0.199917 0.305271 -1.845241 0.1 0.1 0.1
H 1.162513 -2.136388 -3.806236 0.0 0.0 0.0
H 0.877287 -2.470103 -2.092723 0.0 0.0 0.0
H 2.068503 -1.267724 -2.585473 -0.1 0.0 0.0
H -0.573245 -0.760328 -4.942913 0.0 0.1 0.0
H -2.082015 1.431370 -4.314595 0.0 0.0 0.0
H -2.710971 2.574552 -2.048995 0.0 0.0 0.0
H -1.126023 3.333469 -2.011336 0.0 0.0 0.0
H -1.681576 2.412634 -0.637957 0.0 0.0 0.1
Cl 0.891232 -1.156298 9.440131 0.0 0.0 0.0
C 0.510038 -0.778702 7.794214 0.0 0.0 0.0
C -0.345139 0.275449 7.516502 0.0 0.0 0.0
C -0.646555 0.571333 6.199048 0.0 0.0 0.0
C -0.097847 -0.176276 5.156481 -0.1 0.0 0.0
C 0.762295 -1.227525 5.461793 -0.1 -0.1 0.1
C 1.067393 -1.535038 6.775214 0.0 0.0 0.0
C -0.455986 0.170120 3.746206 0.1 0.2 -0.1
O -1.273979 1.192840 3.687697 -0.1 -0.1 0.0
O -0.036681 -0.415590 2.751864 -0.2 0.1 0.3
H -0.768578 0.855192 8.324361 0.0 0.0 0.0
H -1.312972 1.391046 5.975410 0.0 0.0 0.0
H 1.201353 -1.813114 4.672157 -0.1 -0.1 0.1
H 1.733704 -2.352770 7.010579 0.0 0.0 0.0
O -1.406990 -3.139980 -4.845905 0.0 -0.1 0.0
C -2.717969 -2.870234 -4.433168 0.1 0.0 0.0
N -3.163795 -3.784211 -3.404529 0.0 0.0 0.0
C -3.368702 -3.529115 -2.097239 0.0 0.0 0.0
O -3.711243 -4.390245 -1.303846 0.0 0.0 0.0
C -3.250077 -2.115774 -1.586604 -0.1 0.0 0.1
C -4.414167 -1.385221 -1.394961 0.0 0.0 0.0
C -4.338971 -0.213764 -0.671385 0.0 0.0 0.0
C -3.124465 0.163867 -0.130730 0.0 0.1 -0.1
N -1.993615 -0.534742 -0.291895 -0.1 -0.2 -0.1
C -2.065257 -1.637975 -1.057726 0.0 0.0 0.1
H -0.803579 -2.721513 -4.217276 0.0 0.0 0.0
H -3.347839 -3.001885 -5.312041 0.0 0.0 0.0
H -2.822572 -1.849392 -4.058944 0.0 0.0 0.0
H -3.228875 -4.763494 -3.645340 0.0 0.0 0.0
H -5.356251 -1.743798 -1.790204 0.0 0.0 0.0
H -5.204958 0.411554 -0.507173 0.0 0.0 0.0
H -3.055889 1.087055 0.416663 0.0 0.0 -0.1
H -1.144752 -2.179896 -1.205699 0.0 0.0 0.0
```
Positions in Å, forces in eV/Å.

=====

Computed DFT total energy, in the same sequence as the records: -265227.7153; -104173.2745 eV.